# 1
88
Properties=species:S:1:pos:R:3:lowdin_charge:R:1 method="wB97M-V/def2-TZVPD" e_homo_ev="-9.949 / -9.945" spin_multiplicity=6 e_lumo_ev="-2.47 / -5.00" total_charge=+1 relative_energy_kj_mol=135.3 gap_ev="7.48 / 4.94" s_squared=8.80 total_energy_ev=-200849.237
Ru -0.20 -0.33 -0.41 1.098
Cl -5.97 -5.07 -1.05 0.696
C -4.67 -4.12 -0.47 -0.723
C -3.67 -3.70 -1.34 -0.715
Cl -3.72 -4.13 -3.00 0.710
C -2.63 -2.92 -0.86 -0.582
Cl -1.38 -2.36 -1.89 0.788
C -2.55 -2.49 0.49 -0.511
O -1.62 -1.72 0.88 -0.328
C -3.57 -2.97 1.36 -0.601
Cl -3.50 -2.51 3.01 0.762
C -4.61 -3.76 0.89 -0.705
Cl -5.83 -4.29 1.96 0.711
Br 1.05 3.22 -2.33 0.893
C 2.30 2.37 -1.17 -0.707
C 3.53 2.98 -1.01 -0.098
C 4.45 2.37 -0.17 -0.026
C 4.10 1.17 0.43 -0.030
C 2.84 0.66 0.21 -0.180
N 1.93 1.25 -0.57 -0.004
H 3.75 3.91 -1.51 0.106
H 5.42 2.82 -0.01 0.122
H 4.78 0.64 1.09 0.117
H 2.53 -0.27 0.67 0.076
C -1.40 0.49 3.03 -0.221
P 0.05 -0.33 2.24 0.991
C 1.41 0.70 2.90 -0.401
C 2.56 0.11 3.42 -0.112
C 3.59 0.90 3.90 -0.078
C 3.49 2.28 3.84 -0.077
C 2.37 2.87 3.29 -0.072
C 1.33 2.09 2.82 -0.102
C 0.14 -1.76 3.37 -0.375
C 0.25 -1.50 4.73 -0.109
C 0.17 -2.53 5.65 -0.064
C 0.00 -3.84 5.21 -0.069
C -0.07 -4.11 3.85 -0.072
C 0.00 -3.07 2.93 -0.104
H -1.21 0.58 4.10 0.054
H -2.27 -0.13 2.87 0.001
H -1.59 1.48 2.62 0.025
H 2.63 -0.97 3.47 0.113
H 4.46 0.44 4.33 0.111
H 4.29 2.90 4.24 0.107
H 2.30 3.95 3.24 0.108
H 0.45 2.55 2.42 0.090
H 0.41 -0.49 5.08 0.107
H 0.25 -2.32 6.70 0.110
H -0.07 -4.64 5.93 0.108
H -0.19 -5.13 3.52 0.110
H -0.05 -3.28 1.87 0.098
N -1.80 4.85 -0.59 0.159
C -2.22 3.60 -0.34 -0.367
C -1.32 2.55 -0.03 -0.130
N -1.76 1.32 0.18 -0.069
C -3.08 1.10 0.17 -0.131
C -3.96 2.15 -0.04 -0.093
N -3.54 3.37 -0.32 0.142
H -0.83 5.02 -0.80 0.069
H -2.49 5.51 -0.92 0.116
H -0.26 2.72 0.08 0.059
H -3.42 0.10 0.39 0.108
H -5.03 2.01 0.01 0.118
C 3.31 0.08 -3.69 -0.145
Si 1.80 -1.00 -3.21 0.448
C 2.22 -2.05 -1.66 -0.176
C 1.35 -2.14 -4.67 -0.149
N 0.39 -0.10 -2.73 -0.106
C -0.47 0.57 -3.51 -0.436
C -0.12 1.10 -4.78 -0.046
C -1.01 1.87 -5.49 -0.054
C -2.30 2.10 -5.01 -0.033
C -2.67 1.56 -3.78 -0.047
C -1.78 0.83 -3.04 -0.055
H 4.04 -0.54 -4.21 0.035
H 3.80 0.51 -2.83 0.011
H 3.04 0.88 -4.37 0.021
H 2.10 -3.11 -1.87 0.036
H 1.54 -1.80 -0.82 -0.040
H 3.24 -1.90 -1.33 0.031
H 2.21 -2.74 -4.96 0.037
H 1.03 -1.57 -5.54 0.026
H 0.54 -2.81 -4.40 0.021
H 0.86 0.91 -5.17 0.097
H -0.72 2.30 -6.44 0.117
H -3.01 2.68 -5.58 0.117
H -3.67 1.73 -3.40 0.114
H -2.08 0.39 -2.09 0.054

# 2
87
Properties=species:S:1:pos:R:3:lowdin_charge:R:1 method="wB97M-V/def2-TZVPD" e_homo_ev="-13.217 / -13.184" spin_multiplicity=2 e_lumo_ev="-5.94 / -6.91" total_charge=+2 relative_energy_kj_mol=236.9 gap_ev="7.28 / 6.28" s_squared=0.77 total_energy_ev=-192027.226
Ir -0.38 0.48 0.01 0.764
S 1.37 1.14 1.86 0.393
P 1.98 -0.75 1.51 0.501
C 0.68 -1.36 0.48 -0.536
P -0.71 -2.17 1.20 0.497
S -1.81 -0.60 1.84 0.398
C -0.46 -3.44 2.45 -0.356
C 0.62 -4.30 2.39 -0.107
C 0.74 -5.32 3.32 -0.057
C -0.23 -5.48 4.30 -0.048
C -1.32 -4.62 4.36 -0.050
C -1.44 -3.59 3.43 -0.080
C -1.56 -3.01 -0.17 -0.369
C -2.65 -2.42 -0.80 -0.124
C -3.22 -3.05 -1.90 -0.065
C -2.72 -4.26 -2.35 -0.069
C -1.64 -4.85 -1.70 -0.078
C -1.06 -4.23 -0.61 -0.093
C 2.35 -1.64 3.02 -0.362
C 3.39 -2.57 3.03 -0.084
C 3.68 -3.26 4.19 -0.055
C 2.94 -3.02 5.34 -0.044
C 1.88 -2.12 5.32 -0.046
C 1.58 -1.43 4.16 -0.088
C 3.49 -0.69 0.53 -0.375
C 3.54 -1.24 -0.75 -0.102
C 4.71 -1.13 -1.49 -0.067
C 5.81 -0.48 -0.96 -0.053
C 5.76 0.06 0.32 -0.051
C 4.60 -0.04 1.07 -0.084
H 1.38 -4.18 1.62 0.110
H 1.58 -6.00 3.28 0.118
H -0.14 -6.27 5.03 0.117
H -2.08 -4.74 5.12 0.117
H -2.29 -2.92 3.47 0.095
H -3.05 -1.48 -0.44 0.045
H -4.07 -2.60 -2.39 0.103
H -3.17 -4.74 -3.20 0.113
H -1.27 -5.81 -2.04 0.113
H -0.24 -4.70 -0.09 0.101
H 3.97 -2.74 2.13 0.113
H 4.50 -3.97 4.21 0.117
H 3.19 -3.53 6.26 0.119
H 1.29 -1.95 6.22 0.119
H 0.77 -0.71 4.14 0.094
H 2.66 -1.73 -1.15 0.053
H 4.76 -1.56 -2.48 0.101
H 6.72 -0.39 -1.54 0.115
H 6.63 0.56 0.74 0.117
H 4.55 0.38 2.07 0.118
C -6.02 0.03 -1.95 -0.077
C -5.27 1.32 -1.61 -0.221
C -3.83 1.21 -1.95 -0.577
N -2.90 0.79 -1.18 -0.044
N -1.66 0.71 -1.76 -0.173
C -1.65 1.07 -3.03 -0.696
N -0.57 1.09 -3.81 0.118
S -3.23 1.55 -3.58 1.150
H -7.07 0.14 -1.69 0.085
H -5.61 -0.81 -1.38 0.068
H -5.95 -0.20 -3.02 0.078
H -5.35 1.52 -0.54 0.123
H -5.71 2.15 -2.15 0.115
H 0.24 0.56 -3.49 0.002
H -0.67 1.25 -4.79 0.114
S 0.33 -1.79 -2.75 0.686
C 1.08 -2.27 -4.15 -1.110
N 0.81 -3.40 -4.80 -0.052
C 1.47 -3.64 -6.08 -0.199
C 2.69 -2.73 -6.11 -0.392
S 2.32 -1.36 -4.97 0.919
H 0.06 -3.99 -4.48 0.139
H 0.78 -3.41 -6.90 0.127
H 1.76 -4.69 -6.16 0.129
H 2.90 -2.34 -7.10 0.085
H 3.58 -3.23 -5.73 0.082
Br -1.19 3.38 0.17 0.874
C 0.29 3.30 -1.01 -0.716
C 0.73 4.42 -1.69 -0.063
C 1.82 4.27 -2.53 -0.013
C 2.44 3.02 -2.63 -0.017
C 1.91 1.96 -1.91 -0.116
N 0.84 2.10 -1.13 -0.111
H 0.23 5.36 -1.56 0.120
H 2.19 5.11 -3.09 0.128
H 3.31 2.88 -3.24 0.122
H 2.35 0.97 -1.96 0.105

# 3
84
Properties=species:S:1:pos:R:3:lowdin_charge:R:1 method="wB97M-V/def2-TZVPD" e_homo_ev="-11.385 / -13.472" spin_multiplicity=5 e_lumo_ev="-4.83 / -5.46" total_charge=+2 gap_ev="6.55 / 8.01" s_squared=6.04 total_energy_ev=-108613.311
Co 1.73 -0.03 -0.36 0.738
C 3.03 -0.30 4.93 -0.002
N 3.24 -0.03 3.50 -0.112
C 4.39 0.47 2.96 -0.022
C 4.19 0.55 1.62 -0.078
N 2.93 0.11 1.33 -0.023
C 2.36 -0.24 2.48 -0.419
P 0.78 -1.11 2.76 1.193
C 0.88 -2.26 1.34 -0.418
N 1.29 -1.97 0.11 -0.037
C 1.27 -3.13 -0.61 -0.085
C 0.83 -4.14 0.20 -0.020
N 0.59 -3.58 1.42 -0.095
C 0.03 -4.30 2.57 0.010
C -0.26 1.20 1.52 -0.367
N 0.51 1.41 0.46 0.027
C 0.36 2.74 0.13 -0.089
C -0.52 3.31 0.98 -0.019
N -0.90 2.33 1.87 -0.024
C -1.86 2.49 2.96 0.037
H 3.97 -0.13 5.44 0.100
H 2.73 -1.34 5.08 0.087
H 2.28 0.36 5.33 0.097
H 5.24 0.72 3.57 0.137
H 4.86 0.91 0.86 0.118
H 1.56 -3.18 -1.64 0.114
H 0.68 -5.19 0.01 0.138
H 0.43 -5.31 2.57 0.103
H -1.05 -4.33 2.50 0.100
H 0.32 -3.80 3.49 0.075
H 0.90 3.18 -0.70 0.107
H -0.91 4.31 1.04 0.131
H -2.11 3.54 3.03 0.104
H -1.41 2.17 3.90 0.092
H -2.76 1.91 2.78 0.092
N -0.45 -0.02 2.18 -0.152
C -1.78 -0.53 2.23 -0.197
C -2.54 -0.46 0.98 -0.184
C -1.92 -0.66 -0.26 -0.033
C -2.64 -0.57 -1.44 -0.067
C -4.00 -0.27 -1.40 -0.062
C -4.62 -0.07 -0.18 -0.052
C -3.90 -0.16 1.00 -0.031
C -2.28 -1.08 3.46 -0.215
C -3.31 -2.05 3.44 -0.035
C -3.82 -2.58 4.61 -0.059
C -3.33 -2.16 5.84 -0.059
C -2.31 -1.21 5.89 -0.065
C -1.79 -0.69 4.72 -0.071
H -0.87 -0.93 -0.29 0.073
H -2.15 -0.76 -2.38 0.098
H -4.57 -0.20 -2.32 0.112
H -5.68 0.17 -0.14 0.116
H -4.40 0.01 1.95 0.123
H -3.69 -2.40 2.48 0.119
H -4.61 -3.32 4.56 0.114
H -3.73 -2.57 6.76 0.113
H -1.92 -0.88 6.84 0.112
H -1.01 0.07 4.78 0.084
N 1.50 0.55 -2.21 -0.401
S 2.30 0.83 -3.57 1.098
C 1.95 2.49 -4.05 -0.428
C 0.66 2.86 -4.42 -0.073
C 0.41 4.20 -4.70 -0.048
C 1.45 5.13 -4.61 -0.045
C 2.72 4.74 -4.25 -0.051
C 2.98 3.41 -3.95 -0.077
C 1.49 -0.09 -4.88 -0.407
C 1.76 0.24 -6.20 -0.071
C 1.19 -0.52 -7.20 -0.045
C 0.35 -1.58 -6.89 -0.049
C 0.09 -1.90 -5.56 -0.057
C 0.67 -1.15 -4.54 -0.090
H 0.53 0.87 -2.29 0.025
H -0.13 2.13 -4.51 0.122
H -0.58 4.51 -5.00 0.118
H 1.25 6.17 -4.85 0.119
H 3.52 5.47 -4.19 0.118
H 3.98 3.08 -3.67 0.113
H 2.41 1.07 -6.44 0.122
H 1.39 -0.27 -8.24 0.120
H -0.10 -2.17 -7.68 0.118
H -0.56 -2.72 -5.32 0.114
H 0.47 -1.38 -3.50 0.082